C18H33N4PdSSi | ωB97M-V/def2-TZVPD

```
58
C18H33N4PdSSi, DFT ωB97M-V/def2-TZVPD
Pd -0.54343 0.30232 0.52310
C -0.12571 -1.29556 3.29290
N -1.29872 -1.09982 2.43972
C -1.89826 -2.38319 2.08302
C -2.27957 -0.23765 3.10659
C -3.09907 0.56748 2.09463
N -2.28613 1.51547 1.32481
C -1.89037 2.65262 2.15301
C -3.04393 1.96795 0.15950
H -0.38441 -1.76629 4.24988
H 0.34286 -0.33013 3.49541
H 0.60404 -1.92240 2.78080
H -2.31596 -2.89986 2.95767
H -1.14818 -3.02712 1.62854
H -2.69630 -2.22545 1.35908
H -1.74550 0.44562 3.77000
H -2.96900 -0.82972 3.72775
H -3.88864 1.11044 2.63409
H -3.57940 -0.12352 1.39489
H -2.75808 3.08074 2.67190
H -1.44467 3.42786 1.53115
H -1.15617 2.34518 2.89711
H -3.98539 2.44926 0.45934
H -3.27837 1.11301 -0.48201
H -2.46128 2.68903 -0.41766
C 0.76441 3.54621 -0.77184
N 1.86042 2.66393 -1.05592
C 2.66785 2.67035 -2.16308
C 3.51617 1.62107 -2.06629
N 3.22631 0.97596 -0.89263
C 2.20186 1.60977 -0.27667
S 1.58984 1.26404 1.25001
H 0.68024 4.29076 -1.56048
H 0.93122 4.05258 0.18278
H -0.16113 2.94640 -0.70488
H 2.60193 3.43086 -2.91423
H 4.29602 1.29109 -2.72231
H 3.66542 0.13099 -0.55891
C -1.60941 -2.24447 -1.83176
Si -0.35877 -0.79397 -1.55462
C -0.33083 0.37021 -3.10787
C 1.36456 -1.65539 -1.43890
C 2.31920 -1.52735 -2.44157
C 3.50008 -2.24823 -2.38993
C 3.74551 -3.11269 -1.33596
C 2.81331 -3.23374 -0.31782
C 1.64088 -2.49976 -0.36569
H -1.51624 -2.61009 -2.84929
H -2.64320 -1.95389 -1.67772
H -1.38720 -3.06851 -1.16275
H -0.22266 -0.23597 -4.00223
H 0.49924 1.06989 -3.07089
H -1.24993 0.93992 -3.20113
H 2.12890 -0.87583 -3.28264
H 4.22748 -2.14457 -3.18126
H 4.65454 -3.69440 -1.30695
H 3.00032 -3.90475 0.50700
H 0.91330 -2.59668 0.43121
```

Results
Kohn-Sham gap (alpha / beta): 6.52 / 6.52 eV
HOMO energy (alpha / beta): -10.637 / -10.636 eV
Energy: -47349.5400 eV
Relative energy (zero: lowest compared OMol25 entry of this formula, charge and spin): 1.240 eV
Multiplicity: 1
E_LUMO (alpha / beta): -4.11 / -4.11 eV
Net charge: +1
Strongest force on any atom: 0.0253 hartree/bohr

---

C4H5NO2 | ωB97M-V/def2-TZVPD

```
12
C4H5NO2, DFT ωB97M-V/def2-TZVPD
O -1.59008 0.24362 -1.19428
C -0.69526 0.94179 -0.69065
C -0.36238 0.37262 0.66741
C -0.84097 -0.98674 0.37561
N 0.94887 -0.05624 1.05459
C 1.69109 -0.08084 -0.06601
O 1.28168 0.27222 -1.19487
H -0.44125 1.92031 -1.10325
H -0.89654 0.87111 1.47761
H -0.33395 -1.51978 -0.41193
H -1.48955 -1.55653 1.03970
H 2.72834 -0.42155 0.04607
```

Results
Kohn-Sham gap (alpha / beta): 8.40 / 8.40 eV
HOMO energy (alpha / beta): -9.400 / -9.399 eV
Energy: -9810.0079 eV
Relative energy (zero: lowest compared OMol25 entry of this formula, charge and spin): 4.307 eV
Multiplicity: 1
E_LUMO (alpha / beta): -1.00 / -1.00 eV
Strongest force on any atom: 0.0087 hartree/bohr

---

C15H46N8O9 | ωB97M-V/def2-TZVPD

```
78
C15H46N8O9, DFT ωB97M-V/def2-TZVPD
C -8.07208 15.58051 -9.28390
O -8.42149 14.65385 -10.27265
C -7.53863 14.60989 -11.35089
C -7.87728 13.44967 -12.35154
N -6.97791 13.57439 -13.56769
C -7.14403 12.73409 -14.76761
C -6.82903 11.29539 -14.47592
O -5.43856 11.05209 -14.67171
C -5.14415 9.67597 -14.79892
H -8.20557 16.53752 -9.78830
H -7.07548 15.49286 -8.85122
H -8.75809 15.52999 -8.43836
H -6.52072 14.47295 -10.98590
H -7.37817 15.60280 -11.77098
H -8.96521 13.50914 -12.38278
H -7.60597 12.50234 -11.88566
H -6.06456 13.28000 -13.25271
H -6.43469 13.04375 -15.53510
H -8.15197 12.83844 -15.16916
H -7.39981 10.81917 -15.27313
H -7.18558 10.91091 -13.52034
H -5.60402 9.02470 -14.05564
H -4.07552 9.48563 -14.89838
H -5.53350 9.32063 -15.75299
C -12.05457 8.54332 -19.05877
O -12.37032 9.94145 -18.94329
C -11.25846 10.73396 -18.84062
C -11.67494 12.22327 -18.49699
N -12.46737 12.76141 -19.57842
C -13.26191 13.90067 -19.12265
C -12.46908 15.19322 -18.95407
O -13.27666 16.24219 -18.42586
C -12.74786 17.57718 -18.56687
H -12.86669 8.09745 -19.63301
H -12.00656 8.05247 -18.08673
H -11.18338 8.42757 -19.70353
H -10.74946 10.82622 -19.80004
H -10.66837 10.35573 -18.00586
H -10.72549 12.74599 -18.38126
H -12.17204 12.13371 -17.53108
H -13.09777 11.99899 -19.78188
H -13.67303 13.81107 -18.11714
H -14.00058 14.14959 -19.88456
H -11.99011 15.42307 -19.90584
H -11.63212 14.92824 -18.30804
H -11.67040 17.73322 -18.62019
H -13.14020 18.09462 -17.69142
H -13.22481 17.97503 -19.46260
C -11.12747 12.82358 -14.72029
O -10.67451 13.90744 -14.92275
N -10.50703 11.70280 -14.62788
N -12.39015 12.58641 -14.81128
H -9.52011 11.85574 -14.47717
H -10.92969 10.78910 -14.54655
H -13.12304 13.26369 -14.96712
H -12.54649 11.62667 -14.53823
C -13.50786 9.04015 -13.99336
O -12.87553 9.98864 -14.40170
N -13.04531 8.36207 -13.02215
N -14.59207 8.61910 -14.55811
H -13.59645 7.64417 -12.57388
H -12.04821 8.46847 -12.90141
H -15.18858 8.08059 -13.94632
H -14.90595 9.29785 -15.23698
C -8.55007 16.22991 -15.86704
O -7.74800 16.93454 -16.36728
N -8.48293 16.07577 -14.62366
N -9.54968 15.70986 -16.45347
H -7.62172 16.30319 -14.14754
H -9.03396 15.30739 -14.26860
H -10.17845 15.12674 -15.91990
H -9.88312 16.08152 -17.33142
O -14.92469 14.77410 -14.82752
H -15.76770 14.54815 -15.22060
H -15.14030 15.04033 -13.93372
O -9.67446 8.93831 -12.55671
H -9.33529 9.47686 -11.84175
H -8.93149 8.83271 -13.15091
```

Results
Kohn-Sham gap: 8.08 eV
HOMO energy: -8.081 eV
Energy: -46646.2598 eV
Relative energy (zero: lowest compared OMol25 entry of this formula, charge and spin): 4.077 eV
Multiplicity: 1
E_LUMO: 0.00 eV
Strongest force on any atom: 0.1587 hartree/bohr

---

C5H10O | ωB97M-V/def2-TZVPD

```
16
C5H10O, DFT ωB97M-V/def2-TZVPD
C 2.52394 0.04402 0.15707
C 1.27908 0.19348 -0.72451
C 0.01276 -0.01068 0.11707
O 0.14282 -0.26528 1.29690
C -1.40751 0.09451 -0.45432
C -2.43790 -0.24802 0.62432
H 3.44509 0.17913 -0.41944
H 2.50976 0.77522 0.97191
H 2.54681 -0.94481 0.62625
H 1.30862 -0.52988 -1.55278
H 1.26737 1.18072 -1.20881
H -1.52563 -0.56606 -1.32545
H -1.58099 1.11274 -0.83389
H -2.32164 0.40675 1.49243
H -3.46162 -0.14898 0.25073
H -2.30097 -1.27286 0.98251
```

Results
Kohn-Sham gap: 10.63 eV
HOMO energy: -9.624 eV
Energy: -7394.6570 eV
Relative energy (zero: lowest compared OMol25 entry of this formula, charge and spin): 0.108 eV
Multiplicity: 1
E_LUMO: 1.00 eV
Strongest force on any atom: 0.0069 hartree/bohr